No. 1
{"formula": "C26H29ClN2NiO6Te", "method": "ωB97M-V with the def2-TZVPD basis set", "gap_ev": [4.86, 5.43], "relative_energy_kj_mol": 34.4, "e_tot_ha": -3805.66003, "e_homo_ev": [-1.105, -1.673], "multiplicity": 3, "charge": -2, "symbols": ["Ni", "N", "C", "C", "C", "O", "O", "H", "H", "H", "H", "H", "H", "C", "C", "C", "C", "H", "H", "H", "H", "H", "H", "H", "H", "H", "O", "C", "O", "C", "C", "C", "C", "C", "C", "N", "O", "O", "H", "H", "H", "H", "Cl", "Te", "C", "C", "C", "C", "C", "C", "C", "C", "C", "C", "C", "C", "H", "H", "H", "H", "H", "H", "H", "H", "H", "H"], "xyz": [[0.04136, -0.10484, -0.29075], [-1.56163, 0.55603, -1.61435], [-1.37112, 0.78623, -3.04750], [-0.95388, -0.47241, -3.79591], [0.34838, -1.11490, -3.27782], [0.68535, -2.21403, -3.72593], [0.95845, -0.38761, -2.43144], [-2.34776, -0.06275, -1.44581], [-1.76995, 1.42706, -1.11869], [-0.59680, 1.54616, -3.15340], [-2.29442, 1.17232, -3.50467], [-0.79939, -0.24353, -4.85453], [-1.74236, -1.23090, -3.74168], [-1.26968, -4.08342, 1.32652], [-0.32331, -2.90440, 1.06819], [-0.02821, -2.19527, 2.38997], [-0.85764, -1.95596, -0.00876], [-0.86647, -4.78375, 2.06883], [-1.45947, -4.63610, 0.40288], [-2.22868, -3.71322, 1.70336], [0.61851, -3.34427, 0.70999], [-0.96166, -1.89360, 2.87553], [0.56082, -1.29008, 2.23144], [0.51705, -2.84643, 3.08225], [-1.91499, -1.73592, 0.21603], [-0.83078, -2.49064, -0.97133], [-2.33349, 2.42739, 0.45587], [-1.98716, 1.64065, 1.35665], [-1.14196, 0.71910, 1.34061], [-2.71737, 1.81209, 2.69390], [-3.30846, 3.02721, 3.01423], [-4.02728, 3.19018, 4.19190], [-4.18219, 2.12558, 5.06514], [-3.58779, 0.92220, 4.72363], [-2.85373, 0.73865, 3.56714], [-3.76110, -0.22365, 5.65400], [-4.42344, -0.03889, 6.66688], [-3.24109, -1.28119, 5.36378], [-3.19924, 3.83583, 2.30296], [-4.48125, 4.14504, 4.42744], [-4.74548, 2.20854, 5.98178], [-2.39392, -0.20899, 3.32609], [1.77238, 1.59475, -0.01486], [2.37756, -1.70693, -0.72632], [3.96666, -0.74549, -1.73093], [4.19206, -1.09119, -3.06074], [5.27423, -0.56045, -3.75044], [6.14677, 0.31353, -3.11432], [5.91399, 0.67133, -1.79316], [4.82499, 0.15022, -1.10640], [3.72179, -2.44013, 0.80001], [4.16377, -3.76150, 0.79662], [5.01939, -4.23796, 1.78314], [5.45225, -3.39320, 2.79618], [5.00974, -2.07670, 2.82202], [4.14660, -1.61100, 1.83831], [3.50381, -1.77107, -3.55076], [5.43833, -0.83516, -4.78674], [6.99846, 0.72107, -3.64808], [6.57606, 1.37116, -1.29538], [4.61989, 0.46799, -0.09312], [3.83596, -4.42410, 0.00324], [5.34897, -5.27128, 1.76086], [6.12255, -3.75985, 3.56555], [5.33003, -1.41184, 3.61656], [3.78278, -0.58950, 1.87995]], "lowdin_charge": [0.254, 0.001, -0.255, -0.117, -0.717, -0.044, -0.274, 0.091, 0.054, 0.115, 0.099, 0.105, 0.106, -0.117, -0.558, -0.098, -0.268, 0.059, 0.064, 0.066, 0.066, 0.057, 0.057, 0.069, 0.035, 0.036, -0.028, -0.614, -0.072, -0.091, -0.015, -0.077, -0.032, -0.141, 0.071, -0.353, 0.030, 0.075, 0.114, 0.095, 0.104, 0.112, -0.204, 1.519, -0.466, -0.135, -0.114, -0.130, -0.107, -0.145, -0.474, -0.150, -0.121, -0.128, -0.109, -0.141, 0.087, 0.088, 0.082, 0.090, 0.067, 0.083, 0.086, 0.084, 0.091, 0.088]}

---

No. 2
{"formula": "C3H5NO", "method": "ωB97M-V with the def2-TZVPD basis set", "gap_ev": 10.67, "relative_energy_kj_mol": 58.7, "e_tot_ha": -247.28488, "e_homo_ev": -9.649, "charge": 0, "smiles": "C1=NCCO1", "symbols": ["O", "C", "N", "C", "C", "H", "H", "H", "H", "H"], "xyz": [[1.08395, -0.71746, -0.41370], [1.35358, 0.43893, 0.23384], [0.40285, 1.17468, 0.62673], [-0.81375, 0.53086, 0.11141], [-0.34752, -0.87756, -0.28340], [2.40943, 0.66235, 0.34623], [-1.61713, 0.52943, 0.85191], [-1.15358, 1.11084, -0.75446], [-0.73288, -1.25252, -1.23333], [-0.53446, -1.61396, 0.50856]], "lowdin_charge": [-0.056, -0.251, 0.059, -0.193, -0.147, 0.132, 0.108, 0.112, 0.118, 0.119]}

---

No. 3
{"formula": "C15H19B2F4N4NaO7S", "method": "ωB97M-V with the def2-TZVPD basis set", "gap_ev": [6.19, 5.63], "relative_energy_kj_mol": 40.1, "e_tot_ha": -2338.48227, "e_homo_ev": [-8.992, -8.993], "charge": 0, "symbols": ["Na", "C", "C", "N", "O", "B", "F", "F", "O", "N", "C", "C", "C", "N", "O", "B", "F", "F", "O", "N", "C", "C", "C", "H", "H", "H", "H", "H", "H", "H", "H", "H", "H", "H", "H", "C", "C", "C", "C", "C", "C", "C", "S", "O", "O", "O", "H", "H", "H", "H", "H", "H", "H"], "xyz": [[-0.00642, 1.76499, 0.07152], [-2.49820, -1.57585, -2.58871], [-2.17118, -1.16633, -1.19595], [-1.59038, -1.96353, -0.37866], [-1.07517, -3.11638, -0.59379], [0.36011, -3.17574, -1.19009], [0.47758, -2.30519, -2.20573], [0.60970, -4.47732, -1.39692], [1.31246, -2.75698, -0.00899], [1.01053, -1.63917, 0.56187], [1.85953, -1.29648, 1.55554], [3.11934, -2.03701, 1.82355], [1.42526, -0.17789, 2.32374], [0.33386, 0.39001, 1.83458], [-0.06834, 1.43711, 2.49862], [-1.58570, 1.87803, 2.31494], [-1.54166, 3.22408, 2.49343], [-2.31427, 1.15978, 3.20442], [-2.05752, 1.66013, 0.89132], [-2.01610, 0.37053, 0.48389], [-2.47483, 0.17848, -0.69841], [-3.17388, 1.18077, -1.55618], [2.09773, 0.30911, 3.55792], [-2.38632, -2.64607, -2.73742], [-1.79660, -1.04990, -3.24243], [-3.50938, -1.26025, -2.83848], [3.17908, -2.93884, 1.22380], [3.18122, -2.29748, 2.88020], [3.97374, -1.39936, 1.58810], [-3.31092, 2.10218, -0.99897], [-4.15035, 0.80325, -1.86397], [-2.58419, 1.39940, -2.44698], [3.08686, -0.12165, 3.67651], [1.49180, 0.05586, 4.43049], [2.17452, 1.39551, 3.53414], [-1.63957, 6.93228, -4.47721], [-0.94724, 5.70250, -3.95583], [-0.02028, 5.78262, -2.92820], [0.59592, 4.64401, -2.42180], [0.29069, 3.40140, -2.95013], [-0.63232, 3.30529, -3.99026], [-1.23705, 4.44340, -4.48427], [1.02036, 1.92933, -2.29202], [1.89989, 1.37875, -3.28350], [1.67250, 2.35589, -1.03602], [-0.14331, 1.06970, -1.95511], [-1.11057, 7.83718, -4.18279], [-2.65669, 7.00134, -4.08698], [-1.70755, 6.91715, -5.56492], [0.22948, 6.75118, -2.51222], [1.31766, 4.71703, -1.62054], [-0.85519, 2.33706, -4.42016], [-1.94551, 4.36130, -5.30028]], "lowdin_charge": [0.392, 0.037, -0.180, 0.180, 0.160, -0.997, 0.245, 0.232, 0.102, 0.154, -0.164, 0.011, -0.193, 0.083, 0.080, -1.016, 0.202, 0.209, 0.008, 0.108, -0.260, 0.010, 0.020, 0.101, 0.116, 0.096, 0.087, 0.098, 0.111, 0.092, 0.093, 0.081, 0.081, 0.111, 0.101, -0.051, -0.273, -0.035, -0.045, -0.266, -0.058, -0.040, 0.491, -0.281, -0.363, -0.358, 0.074, 0.083, 0.079, 0.112, 0.112, 0.117, 0.114]}

---

No. 4
{"formula": "C23H37AlAsClN6O4SSi2", "method": "ωB97M-V with the def2-TZVPD basis set", "gap_ev": 6.50, "e_tot_ha": -5443.91594, "e_homo_ev": -7.690, "charge": 0, "symbols": ["Al", "N", "C", "N", "C", "N", "C", "C", "N", "C", "C", "N", "H", "H", "H", "H", "H", "C", "Si", "C", "C", "As", "Si", "C", "C", "C", "H", "H", "H", "H", "H", "H", "H", "H", "H", "H", "H", "H", "H", "H", "H", "H", "H", "H", "Cl", "C", "H", "H", "C", "C", "C", "C", "C", "C", "C", "S", "O", "O", "N", "C", "C", "C", "O", "O", "H", "H", "H", "H", "H", "H", "H", "H", "H", "H", "H", "H"], "xyz": [[0.55065, 0.56763, 0.67158], [1.01027, 4.54144, 2.27561], [1.56610, 3.34743, 2.05630], [0.65967, 2.56841, 1.50859], [-0.43884, 3.35802, 1.41105], [-0.27467, 4.57425, 1.86359], [-1.63135, 2.75108, 0.83106], [-2.87685, 3.34777, 0.74058], [-3.92156, 2.69668, 0.23831], [-3.72109, 1.44327, -0.14492], [-2.47242, 0.83670, -0.05568], [-1.42045, 1.49879, 0.40601], [1.43099, 5.36352, 2.67484], [2.58501, 3.07211, 2.28126], [-3.02617, 4.36268, 1.08810], [-4.56479, 0.88585, -0.53629], [-2.32044, -0.19254, -0.33478], [2.20277, 1.54190, -3.37892], [2.90682, 2.27427, -1.79834], [4.67723, 2.79213, -2.14382], [1.92849, 3.85691, -1.47147], [2.90817, 0.90068, 0.09142], [3.58308, -1.16153, -0.80588], [5.39683, -1.02050, -1.26957], [2.63131, -1.75488, -2.32615], [3.35934, -2.42850, 0.55149], [2.21544, 2.30175, -4.16714], [1.17006, 1.20780, -3.24557], [2.78810, 0.68825, -3.72704], [4.71938, 3.51177, -2.96733], [5.29629, 1.93394, -2.41357], [5.12300, 3.25321, -1.25972], [1.91150, 4.45892, -2.38520], [2.39528, 4.46545, -0.69198], [0.89068, 3.66643, -1.18859], [5.52879, -0.44495, -2.18944], [5.81585, -2.01743, -1.43986], [5.97631, -0.53690, -0.48085], [3.28772, -1.81370, -3.19901], [1.80402, -1.09167, -2.57721], [2.22404, -2.75212, -2.13981], [3.82666, -2.10923, 1.48488], [3.80526, -3.37973, 0.24397], [2.29722, -2.60041, 0.74677], [1.48186, -0.99753, 3.25883], [0.06518, -0.27730, 2.39437], [-0.39977, 0.40000, 3.11428], [-0.62863, -1.09988, 2.22407], [-2.40769, -1.73695, 4.88228], [-2.85729, -1.97565, 3.46820], [-3.78367, -1.13890, 2.85338], [-4.17860, -1.35377, 1.53949], [-3.63644, -2.40962, 0.82406], [-2.70746, -3.25666, 1.41984], [-2.32423, -3.03389, 2.72889], [-4.23590, -2.75485, -0.80943], [-5.02223, -1.61721, -1.21022], [-4.78828, -4.07334, -0.76490], [-2.97485, -2.81017, -1.83680], [-2.51518, -1.63193, -2.56809], [-0.98935, -1.49185, -2.57873], [-0.36052, -1.64368, -1.20441], [-0.31826, -2.74670, -0.68347], [0.05996, -0.55077, -0.64409], [-3.06920, -1.03918, 5.39630], [-1.39627, -1.32239, 4.89709], [-2.38460, -2.66886, 5.44752], [-4.22137, -0.32129, 3.41495], [-4.93102, -0.72747, 1.07686], [-2.29564, -4.09378, 0.87230], [-1.59514, -3.69079, 3.18893], [-2.24455, -3.45543, -1.54920], [-2.99707, -0.74688, -2.15576], [-2.85707, -1.69975, -3.60178], [-0.73261, -0.52667, -3.01469], [-0.55782, -2.27185, -3.20733]], "lowdin_charge": [-0.091, 0.055, -0.121, 0.065, -0.298, 0.158, -0.151, -0.039, 0.118, -0.074, -0.039, 0.139, 0.166, 0.125, 0.126, 0.111, 0.099, -0.215, 0.204, -0.233, -0.227, 0.817, 0.239, -0.235, -0.202, -0.241, 0.032, 0.016, 0.019, 0.030, 0.011, 0.024, 0.032, 0.020, 0.009, 0.012, 0.029, 0.025, 0.033, -0.009, 0.036, 0.016, 0.033, 0.011, 0.467, -0.618, 0.010, -0.007, -0.039, -0.277, -0.030, -0.074, -0.278, -0.047, -0.034, 0.627, -0.304, -0.269, -0.117, -0.204, -0.079, -0.598, 0.062, -0.078, 0.078, 0.072, 0.085, 0.115, 0.101, 0.120, 0.127, 0.104, 0.087, 0.122, 0.115, 0.129]}

---

No. 5
{"formula": "C15H44O13", "method": "ωB97M-V with the def2-TZVPD basis set", "gap_ev": 10.00, "relative_energy_kj_mol": 97.4, "e_tot_ha": -1575.86890, "e_homo_ev": -9.632, "charge": 0, "smiles": "COCCCOC(=O)OCC=O.CO.CO.CO.CO.CO.CO.CO.CO", "symbols": ["C", "O", "C", "C", "C", "O", "C", "O", "O", "C", "C", "O", "H", "H", "H", "H", "H", "H", "H", "H", "H", "H", "H", "H", "C", "O", "H", "H", "H", "H", "C", "O", "H", "H", "H", "H", "C", "O", "H", "H", "H", "H", "C", "O", "H", "H", "H", "H", "C", "O", "H", "H", "H", "H", "C", "O", "H", "H", "H", "H", "C", "O", "H", "H", "H", "H", "C", "O", "H", "H", "H", "H"], "xyz": [[-2.18933, 2.60600, -1.87867], [-2.40985, 1.22164, -1.68301], [-1.53699, 0.61003, -0.73288], [-0.15515, 0.26354, -1.27395], [0.91654, 1.29294, -0.97609], [0.98607, 1.42624, 0.46148], [1.21575, 2.58042, 1.06218], [1.77472, 2.65825, 2.11405], [0.64639, 3.63882, 0.42422], [1.38281, 4.85732, 0.45311], [1.77553, 5.27046, -0.94212], [2.51986, 6.18738, -1.13808], [-2.91240, 2.94834, -2.61739], [-2.32250, 3.15994, -0.94282], [-1.18657, 2.80201, -2.27085], [-2.03580, -0.31823, -0.44864], [-1.46335, 1.21237, 0.17813], [0.16756, -0.65774, -0.78111], [-0.19381, 0.06834, -2.34920], [0.73675, 2.25725, -1.44664], [1.89021, 0.93155, -1.31440], [2.26764, 4.78168, 1.08745], [0.75328, 5.64786, 0.87117], [1.33045, 4.70678, -1.78509], [-3.15824, -1.77343, -3.74524], [-2.52577, -0.55949, -4.10696], [-2.90481, -2.50958, -4.50739], [-2.80641, -2.13812, -2.77380], [-4.24187, -1.65932, -3.70293], [-2.78831, 0.11856, -3.47128], [1.94523, -2.60334, 1.09124], [1.13572, -2.73796, -0.07017], [2.11878, -1.54035, 1.24350], [1.45254, -3.00276, 1.98112], [2.91224, -3.09927, 0.97098], [0.97293, -3.67570, -0.22284], [1.95552, 0.07507, 3.74609], [2.31196, -1.26048, 4.09915], [1.34731, 0.01870, 2.84665], [1.37345, 0.55632, 4.53816], [2.83464, 0.68241, 3.52983], [2.86033, -1.22232, 4.88776], [4.52008, 4.89636, -4.25328], [4.77780, 4.46794, -2.92467], [4.93448, 4.14077, -4.91723], [3.44815, 4.98525, -4.45263], [4.99966, 5.85407, -4.47105], [4.41831, 5.13023, -2.32575], [-5.59122, -0.53059, -0.86054], [-4.84863, 0.06243, -1.90954], [-6.35722, -1.15550, -1.31672], [-4.96332, -1.16324, -0.22429], [-6.08565, 0.21805, -0.23403], [-4.13849, 0.60227, -1.53343], [-2.24884, 0.19063, 3.51189], [-1.28981, 0.67491, 2.58166], [-2.90596, -0.48326, 2.96609], [-1.77686, -0.36671, 4.32495], [-2.85079, 0.99947, 3.93456], [-0.69165, 1.26891, 3.04689], [-0.84641, -5.71231, -2.24891], [0.38235, -5.68548, -1.53170], [-1.14604, -4.67807, -2.40184], [-0.73155, -6.19099, -3.22421], [-1.63067, -6.22660, -1.68792], [0.67134, -6.59051, -1.38615], [2.05477, -4.48251, 4.99497], [2.35245, -5.82885, 5.34527], [1.44076, -4.50984, 4.09857], [1.49253, -3.97733, 5.78487], [2.95836, -3.90978, 4.77394], [2.89898, -5.82186, 6.13551]], "lowdin_charge": [-0.066, -0.252, -0.176, -0.110, -0.126, 0.040, -0.578, 0.151, 0.007, -0.101, -0.210, 0.070, 0.099, 0.098, 0.082, 0.131, 0.109, 0.102, 0.134, 0.099, 0.137, 0.143, 0.147, 0.134, -0.170, -0.127, 0.075, 0.070, 0.067, 0.038, -0.142, -0.130, 0.064, 0.068, 0.083, 0.052, -0.157, -0.132, 0.049, 0.082, 0.078, 0.073, -0.164, -0.129, 0.077, 0.072, 0.077, 0.044, -0.155, -0.138, 0.077, 0.074, 0.074, 0.040, -0.140, -0.133, 0.078, 0.078, 0.078, 0.063, -0.147, -0.125, 0.072, 0.077, 0.078, 0.077, -0.169, -0.124, 0.070, 0.077, 0.069, 0.070]}

---

No. 6
{"formula": "C2H6N3OS", "method": "ωB97M-V with the def2-TZVPD basis set", "gap_ev": 9.11, "relative_energy_kj_mol": 424.1, "e_tot_ha": -717.11990, "e_homo_ev": -13.598, "charge": 1, "smiles": "N1[NH2+][C@H]2OSN[C@@H]12", "symbols": ["C", "C", "N", "N", "N", "O", "S", "H", "H", "H", "H", "H", "H"], "xyz": [[0.83520, -0.05223, -0.29403], [0.39512, 0.22688, 1.19402], [-0.41457, -0.46856, -0.71958], [1.76583, -1.17101, -0.11433], [-1.10943, -0.03960, 0.50865], [0.60198, -0.72584, 2.07203], [1.19444, -2.25210, 0.95608], [1.22946, 0.79101, -0.83047], [0.44944, 1.18822, 1.74029], [-0.80836, -0.29432, -1.62070], [2.76565, -1.03621, 0.03921], [-1.66045, -0.93568, 0.93445], [-1.90310, 0.71096, 0.43501]], "lowdin_charge": [-0.351, -0.283, 0.033, -0.333, 0.103, -0.252, 1.050, 0.159, 0.177, 0.150, 0.104, 0.229, 0.215]}